Record 1
Computed, not measured: a cluster of 2 separate species, C24H25ClNO5 in total at a distorted geometry, with ωB97M-V/def2-TZVPD.

## Properties
E_tot = -49542.8903 eV
Frontier orbital gap = 2.780 eV

Geometry as ORCA input:
```
! wB97M-V def2-TZVPD RIJCOSX def2/J DEFGRID3
* xyz -1 1
C -0.643 3.747 -7.736
C 0.531 2.829 -7.408
O 1.132 2.364 -8.303
O 0.840 2.562 -6.113
C 0.898 1.111 -5.948
C 1.015 0.711 -4.449
C -0.195 -0.211 -4.093
C -0.101 -0.957 -2.743
C 0.081 0.056 -1.564
C -1.357 0.484 -1.079
N -1.644 1.923 -1.363
C 1.134 -1.912 -2.766
C 0.513 -3.296 -2.707
O 0.317 -3.980 -3.620
Cl -0.032 -3.957 -1.075
H -1.316 3.926 -6.891
H -0.246 4.686 -8.136
H -1.220 3.254 -8.524
H 1.750 0.656 -6.462
H -0.053 0.710 -6.325
H 1.021 1.621 -3.837
H 1.953 0.167 -4.283
H -1.086 0.441 -4.039
H -0.298 -0.984 -4.871
H 0.669 -0.377 -0.744
H 0.585 0.995 -1.883
H -2.092 -0.085 -1.654
H -1.517 0.250 -0.016
H -0.793 2.466 -1.240
H -1.814 1.954 -2.366
H 1.748 -1.832 -3.677
H 1.728 -1.779 -1.849
C 2.185 2.236 5.756
C 2.004 2.243 4.376
C 1.188 1.298 3.777
C 0.558 0.334 4.554
C 0.757 0.312 5.936
C 1.564 1.273 6.534
C 0.128 -0.742 6.777
O 0.298 -0.759 7.981
C -0.706 -1.779 6.112
C -1.256 -2.806 6.872
C -2.045 -3.769 6.265
C -2.295 -3.708 4.897
C -1.745 -2.691 4.134
C -0.943 -1.730 4.737
C -0.331 -0.664 3.899
O -0.546 -0.612 2.709
H 2.817 2.981 6.223
H 2.501 2.989 3.768
H 1.044 1.307 2.704
H 1.709 1.266 7.607
H -1.065 -2.853 7.936
H -2.468 -4.571 6.858
H -2.917 -4.459 4.426
H -1.936 -2.647 3.070
*
```

***

Record 2
Computed, not measured: a structure of composition C35H38AgN6OS2 at a distorted geometry, with ωB97M-V/def2-TZVPD.

## Properties
E_tot = -73563.1436 eV
Frontier orbital gap = 8.139 eV
Energy above the lowest of the compared OMol25 structures with the same formula, charge and spin = 0.0 kJ/mol

Geometry as ORCA input:
```
! wB97M-V def2-TZVPD RIJCOSX def2/J DEFGRID3
* xyz 1 1
Ag 0.838 -0.183 -0.289
C -1.508 1.752 0.279
C -1.838 0.438 1.057
C -0.882 0.051 2.140
C -1.023 0.413 3.437
C -0.119 0.015 4.426
C 0.923 -0.847 4.064
C 1.030 -1.176 2.718
N 0.152 -0.785 1.736
N -0.674 1.521 -0.957
C 0.195 2.630 -1.266
C 1.305 2.233 -2.179
C 1.498 2.865 -3.443
C 2.418 2.311 -4.330
C 3.182 1.220 -3.884
C 3.062 0.754 -2.600
N 2.163 1.261 -1.725
C -1.531 1.156 -2.092
C -0.914 0.170 -3.071
C -1.040 0.363 -4.439
C -0.771 -0.710 -5.342
C -0.235 -1.850 -4.765
C -0.021 -1.929 -3.426
N -0.321 -0.950 -2.565
H -0.977 2.446 0.887
H -2.429 2.253 0.068
H -1.919 -0.436 0.394
H -2.780 0.633 1.575
H -1.834 1.062 3.690
H -0.150 0.420 5.454
H 1.652 -1.182 4.808
H 1.906 -1.793 2.388
H -0.408 3.487 -1.668
H 0.639 2.901 -0.291
H 1.065 3.843 -3.620
H 2.615 2.837 -5.266
H 3.962 0.826 -4.489
H 3.734 0.004 -2.161
H -1.821 2.061 -2.688
H -2.476 0.748 -1.684
H -1.320 1.371 -4.776
H -0.768 -0.449 -6.418
H 0.051 -2.689 -5.405
H 0.320 -2.849 -2.999
C 2.185 7.389 2.994
N 0.865 7.258 2.383
C 0.076 8.456 2.000
C -1.285 7.837 1.595
N -1.067 6.438 1.675
C 0.193 6.123 2.136
S 0.857 4.592 2.326
H 2.677 8.344 2.819
H 2.882 6.668 2.553
H 2.055 7.202 4.044
H 0.586 8.945 1.221
H -0.027 9.122 2.824
H -1.600 8.217 0.596
H -2.089 8.178 2.282
H -1.801 5.760 1.507
O 1.748 -4.538 -1.069
S 0.545 -4.133 -0.222
C -0.819 -5.142 -0.792
C -0.625 -6.499 -0.774
C -1.716 -7.325 -1.127
C -2.898 -6.795 -1.523
C -3.006 -5.415 -1.705
C -2.004 -4.570 -1.289
C 0.735 -4.888 1.406
C -0.337 -4.899 2.316
C -0.155 -5.514 3.543
C 1.067 -6.081 3.836
C 2.140 -6.040 2.948
C 1.984 -5.409 1.742
H 0.334 -6.908 -0.426
H -1.532 -8.383 -1.116
H -3.796 -7.364 -1.709
H -3.811 -4.998 -2.359
H -2.042 -3.451 -1.329
H -1.361 -4.571 2.030
H -0.942 -5.467 4.308
H 1.212 -6.571 4.799
H 3.056 -6.502 3.239
H 2.766 -5.284 1.036
*
```

***

Record 3
Computed, not measured: the molecule C4H6O3S at a distorted geometry, with ωB97M-V/def2-TZVPD.

## Properties
E_tot = -21221.8299 eV
SMILES string = O=C1OC[C@@H](CS)O1
Frontier orbital gap = 10.412 eV
Energy above the lowest of the compared OMol25 structures with the same formula, charge and spin = 111.4 kJ/mol

Geometry as ORCA input:
```
! wB97M-V def2-TZVPD RIJCOSX def2/J DEFGRID3
* xyz 0 1
O 3.215 -0.388 -0.298
C 2.109 -0.071 -0.006
O 1.609 1.186 -0.019
C 0.173 1.130 0.156
C -0.100 -0.288 0.600
C -1.249 -0.930 -0.061
S -2.983 0.109 -0.123
O 1.044 -0.974 0.029
H -0.143 1.904 0.780
H -0.162 1.171 -0.886
H -0.092 -0.540 1.634
H -1.445 -1.891 0.437
H -0.757 -1.207 -1.147
H -2.215 1.169 -0.684
*
```

***

Record 4
Computed, not measured: a cluster of 3 separate species, C29H59BBrClN2O12P2S2 in total at a distorted geometry, with ωB97M-V/def2-TZVPD.

## Properties
E_tot = -182067.5724 eV
Frontier orbital gap = 7.357 eV

Geometry as ORCA input:
```
! wB97M-V def2-TZVPD RIJCOSX def2/J DEFGRID3
* xyz 0 1
C -2.492 -3.965 0.938
C -3.888 -3.338 1.291
C -4.429 -2.289 0.249
N -4.872 -1.010 0.867
C -6.015 -0.941 1.447
C -6.963 -2.136 1.544
C -7.985 -2.237 0.365
N -7.792 -1.931 -0.850
C -6.216 0.515 2.041
C -6.966 0.662 3.398
C -8.427 0.089 3.480
C -9.476 1.111 4.073
Cl -9.815 0.721 5.833
P -7.423 1.253 0.772
S -8.350 2.878 1.396
C -4.703 0.988 2.016
C -3.988 0.840 3.428
B -3.747 -0.649 3.936
O -4.743 -1.578 4.326
O -2.421 -1.112 3.962
P -4.468 2.867 1.841
O -4.941 3.609 3.258
O -5.357 3.533 0.645
S -2.619 3.393 1.538
C -4.018 0.231 0.807
C -2.487 -0.043 0.879
C -1.731 -0.192 -0.481
C -0.974 1.119 -0.943
Br -0.232 -1.493 -0.123
C -4.392 0.769 -0.643
O -3.899 1.789 -1.101
O -5.201 0.081 -1.370
H -1.733 -3.402 1.533
H -2.218 -3.867 -0.135
H -2.400 -5.018 1.296
H -3.836 -2.979 2.339
H -4.611 -4.195 1.300
H -5.264 -2.777 -0.300
H -3.641 -2.131 -0.514
H -6.418 -3.110 1.576
H -7.558 -2.132 2.487
H -9.016 -2.575 0.632
H -6.816 -1.607 -0.954
H -7.032 1.750 3.652
H -6.413 0.227 4.262
H -8.419 -0.741 4.231
H -8.828 -0.370 2.554
H -9.086 2.150 4.047
H -10.445 1.052 3.536
H -6.840 1.584 -0.472
H -8.465 0.318 0.496
H -4.564 1.370 4.227
H -2.991 1.344 3.428
H -4.506 -1.912 5.210
H -2.369 -1.938 4.473
H -5.143 4.539 3.057
H -4.792 4.203 0.215
H -2.358 -1.005 1.438
H -1.924 0.695 1.495
H -2.292 -0.662 -1.309
H -1.062 1.169 -2.052
H 0.093 1.096 -0.644
H -1.426 2.031 -0.506
C 5.783 0.219 0.105
O 5.617 1.292 -0.804
C 4.679 1.041 -1.838
C 3.582 2.097 -1.917
O 2.730 2.226 -0.787
C 3.291 2.691 0.438
C 3.878 4.098 0.431
O 5.027 4.205 -0.393
C 5.008 5.294 -1.296
H 6.615 -0.412 -0.223
H 6.032 0.637 1.083
H 4.880 -0.386 0.214
H 4.230 0.047 -1.742
H 5.234 1.063 -2.785
H 2.924 1.811 -2.743
H 3.986 3.069 -2.200
H 4.007 1.967 0.820
H 2.460 2.693 1.147
H 4.193 4.334 1.454
H 3.103 4.816 0.141
H 3.992 5.568 -1.596
H 5.553 4.994 -2.194
H 5.514 6.156 -0.854
C 7.814 -0.669 -5.738
O 8.892 -0.736 -4.823
C 8.630 -0.134 -3.565
C 8.862 -1.080 -2.393
O 8.043 -2.240 -2.328
C 8.183 -3.235 -3.339
C 9.539 -3.924 -3.437
O 10.569 -3.042 -3.850
C 11.734 -3.076 -3.049
H 7.920 0.220 -6.366
H 7.858 -1.552 -6.379
H 6.841 -0.658 -5.240
H 7.614 0.272 -3.517
H 9.327 0.706 -3.462
H 8.637 -0.516 -1.482
H 9.913 -1.353 -2.305
H 7.872 -2.835 -4.302
H 7.449 -4.003 -3.083
H 9.461 -4.708 -4.200
H 9.775 -4.403 -2.481
H 11.518 -3.348 -2.012
H 12.171 -2.076 -3.050
H 12.461 -3.774 -3.476
*
```

***

Question: Which of these has the highest frontier orbital gap?
Answer: C4H6O3S

***

Question: Which formula does entry 4 have?
Answer: C29H59BBrClN2O12P2S2